No. 1
{
  "formula": "C11H28NO8PS2",
  "method": "ωB97M-V/def2-TZVPD",
  "smiles": "CCN[PH3]CCC(C)C.O=S1(=O)OCCO1.O=S1(=O)OCCO1",
  "charge": 0,
  "total_energy_ha": -2230.18831,
  "largest_force_ev_per_a": 1.119,
  "species": ["C", "C", "N", "P", "C", "C", "C", "C", "C", "H", "H", "H", "H", "H", "H", "H", "H", "H", "H", "H", "H", "H", "H", "H", "H", "H", "H", "H", "H", "O", "S", "O", "O", "C", "C", "O", "H", "H", "H", "H", "O", "S", "O", "O", "C", "C", "O", "H", "H", "H", "H"],
  "coordinates": [[0.163, -4.036, -0.199], [0.630, -2.904, 0.708], [1.324, -1.814, 0.006], [0.239, -0.413, -0.331], [-1.040, 0.978, -0.569], [-2.318, 0.513, -1.276], [-3.025, -0.633, -0.583], [-4.070, -1.275, -1.521], [-3.665, -0.191, 0.747], [-0.637, -3.736, -0.870], [0.998, -4.483, -0.734], [-0.250, -4.828, 0.428], [1.312, -3.329, 1.447], [-0.237, -2.546, 1.270], [1.609, -2.192, -0.895], [-0.414, -1.165, -1.357], [-0.081, -0.436, 1.059], [1.320, 0.395, -0.739], [-1.344, 1.314, 0.426], [-0.616, 1.848, -1.064], [-2.045, 0.264, -2.305], [-2.980, 1.377, -1.349], [-2.344, -1.438, -0.313], [-3.658, -2.173, -1.980], [-4.940, -1.596, -0.955], [-4.341, -0.608, -2.336], [-2.894, -0.183, 1.518], [-4.148, 0.778, 0.666], [-4.372, -0.958, 1.046], [-0.571, 2.621, -3.294], [-0.084, 3.919, -2.996], [-0.842, 4.852, -2.249], [0.375, 4.590, -4.379], [1.753, 4.979, -4.308], [2.375, 3.989, -3.344], [1.373, 3.804, -2.335], [1.808, 6.000, -3.927], [2.197, 4.933, -5.299], [3.289, 4.361, -2.890], [2.568, 3.028, -3.825], [1.267, -0.738, 6.576], [2.516, -0.809, 5.908], [3.732, -0.500, 6.569], [2.410, 0.046, 4.555], [2.714, -0.780, 3.421], [2.297, -2.170, 3.839], [2.670, -2.252, 5.222], [3.788, -0.729, 3.233], [2.173, -0.430, 2.546], [2.801, -2.944, 3.268], [1.216, -2.299, 3.762]]
}


No. 2
{
  "formula": "C11H28O7S4Ti",
  "method": "ωB97M-V/def2-TZVPD",
  "charge": 1,
  "total_energy_ha": -3404.49453,
  "largest_force_ev_per_a": 0.903,
  "multiplicity": 4,
  "de_lowest_kcal_mol": 0.0,
  "species": ["Ti", "C", "C", "O", "C", "O", "O", "H", "H", "H", "H", "C", "S", "O", "C", "H", "H", "H", "H", "H", "H", "C", "S", "O", "C", "H", "H", "H", "H", "H", "H", "C", "S", "O", "C", "H", "H", "H", "H", "H", "H", "C", "S", "O", "C", "H", "H", "H", "H", "H", "H"],
  "coordinates": [[18.078, -0.263, -25.263], [21.974, 3.141, -23.509], [20.923, 4.262, -23.529], [19.749, 3.603, -23.997], [20.106, 2.469, -24.629], [19.363, 1.811, -25.282], [21.409, 2.172, -24.410], [22.103, 2.676, -22.532], [22.939, 3.482, -23.869], [21.207, 5.049, -24.228], [20.751, 4.711, -22.556], [22.140, -0.959, -24.419], [20.757, -1.601, -23.438], [19.572, -0.763, -23.772], [21.287, -0.971, -21.852], [21.721, -0.303, -25.176], [22.672, -1.815, -24.827], [22.823, -0.400, -23.783], [20.589, -1.306, -21.089], [21.293, 0.120, -21.902], [22.292, -1.328, -21.631], [15.789, -1.125, -29.101], [16.324, -1.677, -27.480], [16.259, -0.503, -26.537], [14.958, -2.737, -27.046], [14.720, -0.921, -29.111], [16.066, -1.901, -29.813], [16.350, -0.215, -29.305], [15.045, -2.930, -25.982], [15.076, -3.666, -27.611], [14.004, -2.301, -27.340], [17.393, 0.154, -21.165], [17.571, 1.169, -22.615], [16.652, 0.529, -23.630], [16.608, 2.544, -21.992], [16.335, -0.003, -20.965], [17.838, 0.659, -20.302], [17.930, -0.777, -21.323], [15.555, 2.335, -22.171], [16.842, 3.423, -22.597], [16.831, 2.749, -20.948], [19.394, -2.514, -28.941], [20.352, -1.961, -27.542], [19.419, -1.783, -26.377], [21.119, -3.551, -27.224], [18.561, -3.110, -28.571], [20.014, -3.135, -29.589], [19.044, -1.672, -29.535], [21.765, -3.848, -28.049], [20.332, -4.302, -27.134], [21.668, -3.460, -26.293]]
}


No. 3
{
  "formula": "C11H29BNO8S2",
  "method": "ωB97M-V/def2-TZVPD",
  "charge": -1,
  "total_energy_ha": -1914.45563,
  "largest_force_ev_per_a": 1.871,
  "species": ["C", "C", "O", "C", "N", "B", "O", "C", "C", "H", "H", "H", "H", "H", "H", "H", "H", "H", "H", "H", "H", "H", "O", "S", "O", "O", "C", "C", "C", "H", "H", "H", "H", "H", "H", "H", "H", "O", "S", "O", "O", "C", "C", "C", "H", "H", "H", "H", "H", "H", "H", "H"],
  "coordinates": [[0.128, 0.507, -3.413], [-1.042, 1.323, -2.887], [-0.991, 2.557, -3.532], [-2.104, 3.438, -3.168], [-3.048, 3.606, -4.186], [-3.909, 2.515, -4.377], [-3.955, 1.884, -5.648], [-4.862, 1.948, -3.211], [-5.496, 0.585, -3.549], [1.036, 1.039, -3.152], [0.063, 0.535, -4.492], [0.133, -0.504, -3.026], [-1.944, 0.765, -3.157], [-0.984, 1.409, -1.799], [-2.540, 3.089, -2.213], [-1.644, 4.410, -2.956], [-3.027, 1.883, -5.936], [-5.636, 2.688, -3.018], [-4.300, 1.816, -2.294], [-6.127, 0.263, -2.721], [-6.059, 0.649, -4.470], [-4.710, -0.148, -3.670], [-1.478, -0.980, -0.241], [-0.313, -0.900, 0.579], [0.965, -1.320, 0.089], [-0.604, -1.639, 1.967], [-1.106, -2.984, 1.905], [-0.009, -3.993, 1.624], [-0.164, 0.731, 1.222], [-1.905, -3.048, 1.164], [-1.549, -3.174, 2.881], [0.385, -3.876, 0.615], [-0.398, -5.007, 1.724], [0.820, -3.861, 2.320], [-1.118, 1.026, 1.648], [0.098, 1.379, 0.388], [0.623, 0.740, 1.974], [4.494, -1.673, 5.594], [4.241, -0.428, 4.934], [2.900, 0.004, 4.693], [5.058, -0.395, 3.571], [4.899, -1.511, 2.665], [3.614, -1.425, 1.869], [5.124, 0.862, 5.745], [4.967, -2.448, 3.219], [5.759, -1.463, 1.999], [2.742, -1.559, 2.508], [3.589, -2.195, 1.099], [3.520, -0.450, 1.393], [6.156, 0.551, 5.874], [4.649, 1.017, 6.711], [5.057, 1.762, 5.141]]
}


No. 4
{
  "formula": "C11H29BrN5O4",
  "method": "ωB97M-V/def2-TZVPD",
  "charge": 1,
  "total_energy_ha": -3584.88159,
  "largest_force_ev_per_a": 3.959,
  "de_lowest_kcal_mol": 27.1,
  "species": ["C", "C", "C", "Br", "N", "C", "N", "C", "N", "O", "C", "C", "C", "N", "N", "H", "H", "H", "H", "H", "H", "H", "H", "H", "H", "H", "H", "H", "H", "H", "H", "H", "C", "O", "H", "H", "H", "H", "C", "O", "H", "H", "H", "H", "C", "O", "H", "H", "H", "H"],
  "coordinates": [[3.104, 0.556, 1.426], [2.821, -0.045, -0.012], [2.728, -1.610, 0.054], [3.606, -2.381, -1.566], [1.354, -2.082, 0.144], [0.864, -3.087, 0.945], [-0.448, -3.245, 0.705], [-0.855, -2.322, -0.252], [-2.062, -2.164, -0.769], [-3.022, -3.029, -0.317], [-2.301, -1.117, -1.773], [-3.549, -0.200, -1.488], [-3.989, -0.110, 0.012], [-4.340, 1.296, 0.342], [0.285, -1.650, -0.530], [2.556, 1.539, 1.460], [4.192, 0.762, 1.524], [2.773, -0.105, 2.254], [3.576, 0.295, -0.750], [1.854, 0.408, -0.345], [3.338, -1.953, 0.911], [1.448, -3.679, 1.670], [-3.161, -2.773, 0.618], [-2.513, -1.649, -2.733], [-1.423, -0.475, -1.979], [-3.249, 0.836, -1.786], [-4.398, -0.449, -2.163], [-3.260, -0.539, 0.741], [-4.950, -0.672, 0.120], [-3.479, 1.845, 0.339], [-4.744, 1.309, 1.279], [0.443, -0.891, -1.186], [4.112, 4.660, 2.158], [2.969, 3.875, 1.826], [5.001, 4.042, 2.048], [4.184, 5.517, 1.485], [4.040, 5.006, 3.191], [2.196, 4.439, 1.930], [0.406, 1.484, 4.239], [1.679, 1.064, 4.714], [0.550, 2.325, 3.563], [-0.082, 0.666, 3.700], [-0.221, 1.799, 5.077], [1.530, 0.322, 5.310], [-1.795, -1.165, -6.304], [-1.282, -1.229, -4.973], [-2.460, -0.308, -6.378], [-0.975, -1.046, -7.015], [-2.353, -2.075, -6.533], [-0.696, -1.993, -4.931]]
}


No. 5
{
  "formula": "C11H29BrO8PS2",
  "method": "ωB97M-V/def2-TZVPD",
  "charge": -1,
  "total_energy_ha": -4750.15447,
  "largest_force_ev_per_a": 0.286,
  "species": ["C", "C", "C", "Br", "C", "C", "O", "P", "O", "H", "H", "H", "H", "H", "H", "H", "H", "H", "H", "H", "H", "H", "O", "S", "O", "O", "C", "C", "C", "H", "H", "H", "H", "H", "H", "H", "H", "O", "S", "O", "O", "C", "C", "C", "H", "H", "H", "H", "H", "H", "H", "H"],
  "coordinates": [[-0.060, 2.276, -0.604], [-1.543, 2.328, -0.269], [-2.263, 1.007, -0.357], [-1.507, -0.210, 1.039], [-3.808, 1.077, -0.208], [-4.504, 0.842, -1.562], [-4.599, 2.071, -2.195], [-5.089, 3.319, -1.006], [-4.266, 2.300, 0.249], [0.119, 1.803, -1.570], [0.512, 1.737, 0.152], [0.334, 3.293, -0.656], [-2.056, 2.999, -0.957], [-1.710, 2.751, 0.722], [-2.006, 0.483, -1.277], [-4.104, 0.268, 0.472], [-5.499, 0.413, -1.361], [-3.956, 0.120, -2.183], [-5.731, 4.097, -2.040], [-6.295, 2.541, -0.792], [-5.443, 4.251, 0.031], [-3.840, 4.003, -1.245], [2.025, -2.064, 6.423], [2.986, -1.577, 5.479], [3.643, -0.334, 5.746], [2.353, -1.572, 4.038], [1.033, -0.970, 3.862], [1.088, 0.537, 3.816], [4.206, -2.812, 5.182], [0.379, -1.337, 4.652], [0.689, -1.377, 2.914], [1.364, 0.962, 4.780], [0.107, 0.915, 3.528], [1.814, 0.867, 3.074], [3.706, -3.748, 4.952], [4.790, -2.897, 6.095], [4.833, -2.485, 4.357], [1.582, -0.091, -2.539], [1.153, -1.239, -3.273], [0.666, -2.384, -2.569], [2.338, -1.688, -4.243], [3.654, -1.793, -3.647], [3.825, -3.060, -2.838], [-0.004, -0.772, -4.509], [3.833, -0.900, -3.047], [4.329, -1.772, -4.501], [3.197, -3.051, -1.949], [4.867, -3.149, -2.529], [3.559, -3.933, -3.434], [0.397, 0.071, -5.064], [-0.913, -0.486, -3.981], [-0.189, -1.626, -5.154]]
}


No. 6
{
  "formula": "C11H29Cl2FeOPS",
  "method": "ωB97M-V/def2-TZVPD",
  "charge": -1,
  "total_energy_ha": -3435.28227,
  "largest_force_ev_per_a": 4.532,
  "multiplicity": 6,
  "species": ["Fe", "Cl", "Cl", "H", "H", "P", "C", "C", "C", "C", "H", "C", "H", "H", "H", "H", "H", "H", "H", "C", "C", "H", "H", "H", "H", "H", "H", "C", "H", "C", "H", "H", "H", "H", "H", "H", "C", "S", "C", "O", "H", "H", "H", "H", "H", "H"],
  "coordinates": [[-0.098, -0.124, -0.589], [1.111, -0.410, -2.252], [-2.001, -0.907, -0.097], [-0.376, 1.407, -0.186], [0.852, 0.697, 0.193], [0.103, 0.074, -6.084], [1.772, -0.520, -6.629], [-1.120, -0.852, -7.124], [0.089, 1.828, -6.664], [2.308, -1.559, -5.639], [2.389, 0.398, -6.532], [1.873, -1.019, -8.062], [1.330, -1.964, -8.224], [2.942, -1.221, -8.268], [1.543, -0.290, -8.816], [2.291, -1.183, -4.605], [3.351, -1.804, -5.891], [1.735, -2.498, -5.661], [1.099, 2.173, -6.362], [-0.944, 2.654, -5.884], [-0.044, 2.025, -8.164], [0.771, 1.564, -8.742], [0.012, 3.114, -8.363], [-1.008, 1.673, -8.565], [-0.818, 2.538, -4.797], [-1.980, 2.388, -6.138], [-0.812, 3.723, -6.114], [-1.119, -2.334, -6.757], [-0.754, -0.723, -8.165], [-2.529, -0.277, -7.004], [-0.154, -2.843, -6.903], [-1.857, -2.874, -7.373], [-1.416, -2.476, -5.703], [-2.858, -0.256, -5.952], [-3.240, -0.921, -7.549], [-2.646, 0.736, -7.418], [-1.017, -0.090, 4.258], [-0.300, 0.059, 2.563], [-0.063, 1.863, 2.542], [1.043, -0.624, 2.503], [-1.799, 0.581, 4.375], [-0.116, 0.181, 4.794], [-1.256, -1.126, 4.319], [0.397, 2.104, 3.464], [0.470, 2.149, 1.649], [-1.058, 2.280, 2.461]]
}


No. 7
{
  "formula": "C11H29ClIN2P2SSc",
  "method": "ωB97M-V/def2-TZVPD",
  "charge": 2,
  "total_energy_ha": -3144.95024,
  "largest_force_ev_per_a": 2.388,
  "de_lowest_kcal_mol": 56.9,
  "species": ["C", "I", "H", "H", "H", "Sc", "P", "C", "C", "H", "H", "H", "H", "H", "H", "C", "H", "H", "H", "P", "C", "C", "H", "H", "H", "C", "H", "H", "H", "H", "H", "H", "Cl", "S", "C", "N", "C", "C", "C", "N", "H", "H", "H", "H", "H", "H", "H", "H"],
  "coordinates": [[-2.069, 0.119, 1.276], [2.239, 0.083, 1.966], [-1.894, 0.036, 0.190], [-2.610, 1.035, 1.477], [-2.736, -0.642, 1.577], [0.889, -0.650, -2.802], [0.386, 2.208, -0.685], [-0.030, 2.936, 0.981], [1.883, 3.269, -0.838], [1.600, 4.318, -0.912], [-0.486, 4.380, -1.413], [2.420, 2.965, -1.733], [-0.849, 3.097, -2.607], [0.841, 2.899, 1.633], [2.516, 3.126, 0.036], [-0.801, 3.336, -1.542], [-0.332, 3.976, 0.861], [-1.799, 3.226, -1.097], [-0.847, 2.399, 1.466], [0.331, -2.321, -0.752], [-0.120, -2.937, 0.926], [-0.878, -3.438, -1.582], [2.433, -3.102, -1.747], [1.519, -4.423, -0.935], [2.419, -3.244, 0.037], [1.833, -3.377, -0.876], [-0.961, -3.186, -2.644], [-0.572, -4.490, -1.460], [-0.238, -4.028, 0.879], [-1.064, -2.514, 1.273], [-1.860, -3.312, -1.100], [0.654, -2.711, 1.661], [1.484, -0.129, -4.927], [-0.530, -0.019, 2.232], [-0.553, -0.060, 4.003], [-1.092, -1.102, 4.641], [-0.420, -1.685, 5.811], [0.499, -0.713, 6.488], [1.336, 0.001, 5.465], [0.407, 0.697, 4.550], [-1.682, -1.717, 4.085], [0.205, -2.538, 5.549], [-1.158, -2.003, 6.531], [1.184, -1.233, 7.166], [-0.057, 0.019, 7.066], [1.990, -0.662, 4.892], [1.896, 0.807, 5.862], [0.709, 1.509, 4.009]]
}


No. 8
{
  "formula": "C11H29N2OSi",
  "method": "ωB97M-V/def2-TZVPD",
  "charge": 1,
  "total_energy_ha": -910.48098,
  "largest_force_ev_per_a": 0.844,
  "species": ["C", "C", "C", "Si", "N", "C", "C", "C", "H", "H", "H", "H", "H", "H", "H", "H", "H", "H", "H", "H", "H", "H", "H", "C", "N", "C", "C", "C", "C", "O", "H", "H", "H", "H", "H", "H", "H", "H", "H", "H", "H", "H", "H", "H"],
  "coordinates": [[1.296, 1.942, 0.159], [0.521, 2.974, -0.196], [-0.509, 2.961, -1.302], [-1.826, 4.296, -0.986], [-2.868, 3.759, 0.300], [-4.298, 3.586, -0.005], [-4.659, 2.329, -0.810], [-5.276, 1.186, 0.026], [1.290, 1.025, -0.421], [1.925, 2.018, 1.036], [0.642, 3.902, 0.357], [-0.058, 3.092, -2.285], [-1.036, 2.007, -1.259], [-2.636, 4.527, -2.201], [-1.113, 5.551, -0.670], [-2.498, 2.972, 0.814], [-4.839, 3.568, 0.941], [-4.626, 4.479, -0.532], [-5.379, 2.617, -1.576], [-3.793, 1.946, -1.348], [-6.243, 0.894, -0.377], [-4.656, 0.291, -0.027], [-5.391, 1.456, 1.072], [4.131, -2.943, -0.159], [2.701, -2.558, 0.084], [2.184, -1.891, -1.151], [2.633, -1.592, 1.218], [1.822, -3.759, 0.344], [2.098, -4.542, 1.604], [3.410, -5.077, 1.554], [4.636, -2.083, -0.594], [4.599, -3.206, 0.780], [4.157, -3.781, -0.848], [2.791, -1.013, -1.350], [1.149, -1.601, -0.987], [2.253, -2.592, -1.979], [3.064, -2.048, 2.103], [1.593, -1.326, 1.392], [3.204, -0.707, 0.947], [1.926, -4.400, -0.531], [0.801, -3.381, 0.385], [1.359, -5.348, 1.636], [1.958, -3.926, 2.497], [3.560, -5.605, 2.343]]
}


No. 9
{
  "formula": "C11H30CaCs2ILiNbO8PS2",
  "method": "ωB97M-V/def2-TZVPD",
  "charge": 2,
  "total_energy_ha": -3256.00625,
  "largest_force_ev_per_a": 9.326,
  "species": ["C", "C", "O", "Nb", "S", "C", "I", "C", "C", "P", "O", "O", "O", "H", "H", "H", "H", "H", "H", "H", "H", "H", "H", "H", "H", "H", "H", "H", "H", "Cs", "O", "S", "O", "O", "O", "C", "C", "C", "C", "C", "C", "H", "H", "H", "H", "H", "H", "H", "H", "H", "H", "H", "H", "H", "H", "Li", "Cs", "Ca"],
  "coordinates": [[-0.797, -7.442, 0.805], [-0.223, -6.192, 1.727], [0.106, -4.980, 0.961], [-1.406, -3.510, 1.086], [-3.011, -4.946, -0.254], [-0.570, -2.606, -0.881], [1.539, -3.085, -1.182], [-0.969, -1.025, -0.993], [0.278, 0.010, -1.226], [0.007, -1.970, 2.556], [1.515, -1.783, 2.062], [0.145, -2.754, 4.144], [-0.764, -0.416, 2.895], [-1.977, -7.564, 0.917], [-0.323, -8.482, 1.150], [-0.591, -7.291, -0.345], [0.802, -6.593, 2.189], [-0.939, -6.019, 2.636], [-2.126, -4.193, 2.602], [-2.706, -2.207, 1.121], [-4.326, -4.396, -0.168], [-1.174, -3.174, -1.739], [-1.737, -0.876, -1.894], [-1.572, -0.664, -0.029], [-0.215, 1.067, -1.480], [0.965, -0.237, -2.150], [0.921, 0.214, -0.240], [0.005, -3.743, 4.054], [-1.424, -0.512, 3.660], [0.089, -5.462, 4.598], [4.805, -2.367, 2.087], [5.083, -2.042, 3.498], [6.428, -2.526, 3.859], [4.079, -2.693, 4.359], [5.019, -0.581, 3.687], [-0.976, 7.079, -4.072], [-0.238, 6.952, -2.749], [0.715, 5.756, -2.706], [0.044, 4.385, -2.844], [-1.034, 4.078, -1.800], [-0.491, 4.039, -0.380], [-1.611, 6.209, -4.266], [-1.622, 7.963, -4.061], [-0.272, 7.184, -4.903], [-0.960, 6.901, -1.927], [0.345, 7.867, -2.587], [1.281, 5.791, -1.767], [1.456, 5.861, -3.507], [0.821, 3.611, -2.792], [-0.401, 4.295, -3.843], [-1.473, 3.100, -2.031], [-1.850, 4.805, -1.864], [0.291, 3.281, -0.283], [-1.293, 3.790, 0.322], [-0.076, 5.005, -0.077], [-3.279, 2.647, -1.653], [-1.467, 4.719, 2.043], [7.153, -4.280, 3.673]]
}